(1)
This record from OMol25 describes a single C2H2N2O molecule at a distorted geometry. The level of theory is wB97M-V/def2-TZVPD.

XYZ file:
```
7
Properties=species:S:1:pos:R:3:forces:R:3
O -0.917 -0.954 -0.838 2.3 0.5 0.8
C -1.071 0.093 -0.144 0.4 0.4 0.3
N -0.101 0.718 0.477 0.2 0.4 0.3
C 1.075 0.038 0.235 -1.0 -0.1 -0.3
N 1.083 -1.011 -0.486 -1.5 0.4 0.0
H -2.020 0.610 0.030 -0.3 -0.7 -0.5
H 1.951 0.505 0.725 -0.1 -0.8 -0.6
```
Forces are in eV/Å.

Summary:
Energy above the lowest of the compared OMol25 structures with the same formula, charge and spin: 291.7 kJ/mol
Frontier orbital gap (spin up / spin down): 8.9 / 8.9 eV
Spin multiplicity: 1
E_HOMO (spin up / spin down): -10.7 / -10.7 eV


(2)
This record from OMol25 describes 2 unconnected molecules or ions with the total composition C6H17ClSi2 at a distorted geometry. The level of theory is wB97M-V/def2-TZVPD.

XYZ file:
```
26
Properties=species:S:1:pos:R:3:forces:R:3
C 2.378 0.094 -1.060 -2.5 3.2 1.5
C 0.909 -0.137 -3.003 1.6 -0.1 0.1
C 0.442 1.558 -1.374 0.1 3.0 1.1
C -0.427 -2.102 2.690 -0.4 -0.4 0.3
C -1.892 0.623 2.354 3.5 -0.2 1.6
C 0.889 0.104 -1.464 -0.7 0.7 -1.6
Si -0.252 -0.458 1.839 -4.8 0.8 0.8
Si -0.487 -0.832 -0.541 2.3 0.8 -0.2
Cl 0.998 2.914 2.294 -0.1 -0.4 -0.2
H 2.800 0.768 -1.845 0.4 -0.7 1.1
H 2.416 0.461 0.010 0.6 0.0 -1.3
H 2.631 -0.881 -1.089 1.8 -3.1 -0.3
H 1.108 0.819 -3.580 0.6 -1.1 0.8
H -0.009 -0.389 -3.421 -1.9 -0.9 -0.5
H 1.637 -0.969 -3.203 -0.6 0.9 -0.3
H -0.504 1.900 -1.781 -0.6 -0.7 -0.6
H 0.383 2.072 -0.373 0.7 -0.9 -0.4
H 1.180 2.162 -1.990 -0.6 -0.6 0.8
H -1.396 -2.646 2.656 0.5 0.6 -0.7
H 0.355 -2.659 2.233 0.6 -1.3 -0.3
H -0.205 -2.149 3.751 0.3 0.7 0.3
H -1.971 0.320 3.429 -0.2 0.1 -0.8
H -1.629 1.694 2.387 0.1 -0.4 -0.3
H -2.792 0.466 1.874 -1.8 -0.6 -1.1
H 0.802 0.461 1.937 1.8 0.7 0.0
H -1.077 -1.664 -1.604 -0.7 -0.1 0.2
```
Forces are in eV/Å.

Summary:
Energy above the lowest of the compared OMol25 structures with the same formula, charge and spin: 435.0 kJ/mol
Frontier orbital gap: 4.3 eV
Spin multiplicity: 1
E_HOMO: -7.3 eV


(3)
This record from OMol25 describes a molecular structure, C22H34CeCl2O3 at a distorted geometry. The level of theory is wB97M-V/def2-TZVPD.

XYZ file:
```
62
Properties=species:S:1:pos:R:3:forces:R:3
C 0.171 -1.244 -2.564 -0.2 1.5 -0.2
C 1.032 -0.119 -2.710 -1.0 -0.8 0.7
C 0.236 1.054 -2.650 -1.2 -0.5 0.4
C 2.491 -0.139 -2.941 0.4 0.0 -0.2
C -1.118 0.660 -2.483 1.3 -0.4 -0.2
C -1.162 -0.761 -2.432 1.2 0.5 -0.2
C -2.377 -1.588 -2.302 -0.4 -0.3 0.1
C 0.606 -2.652 -2.561 0.2 -0.5 0.1
C 0.737 2.438 -2.779 0.1 0.4 -0.1
C -2.264 1.589 -2.402 -0.3 0.3 0.0
Ce 2.025 0.838 1.178 -4.0 -2.4 -0.4
Cl 3.541 2.682 0.753 1.7 1.9 -0.3
Cl 2.547 -1.540 0.362 0.4 0.1 0.3
O 0.130 1.377 0.595 0.4 0.3 0.5
H 2.909 -1.130 -2.738 0.0 0.1 0.0
H 3.012 0.591 -2.303 0.1 -0.1 -0.2
H 2.725 0.121 -3.986 0.2 0.0 0.0
H 1.645 2.601 -2.179 -0.1 0.1 -0.1
H -0.026 3.158 -2.459 0.2 0.0 0.0
H 0.991 2.668 -3.828 0.1 0.2 0.1
H -2.120 2.327 -1.599 -0.2 0.1 0.0
H -3.192 1.041 -2.210 0.0 0.2 0.0
H -2.388 2.151 -3.340 -0.2 0.1 0.1
H -3.208 -0.977 -1.933 0.0 -0.2 0.0
H -2.227 -2.404 -1.583 0.0 0.2 0.1
H -2.680 -2.015 -3.271 -0.1 0.0 0.0
H 1.402 -2.803 -1.820 -0.1 -0.2 -0.1
H 1.001 -2.953 -3.543 0.0 -0.2 0.0
H -0.230 -3.307 -2.299 0.2 0.0 0.0
H -0.832 1.430 0.452 0.7 -0.4 -0.2
O -1.521 -2.655 0.683 0.6 0.5 0.3
H -0.754 -2.039 0.738 -0.7 -0.6 -0.2
C -1.228 3.721 4.625 0.0 0.0 -0.1
C -0.037 2.892 4.137 0.0 -0.2 0.0
C 1.234 3.738 4.155 0.2 0.1 0.0
C 0.130 1.615 4.943 0.5 -0.4 -0.2
C -0.099 1.540 6.310 -0.2 -0.2 0.1
C 0.038 0.324 6.986 -0.1 0.0 0.2
C 0.287 -0.853 6.277 -0.3 0.3 0.0
C 0.507 -0.817 4.907 0.4 0.2 -0.2
C 0.701 -2.082 4.086 0.0 0.1 0.0
C 2.060 -2.714 4.374 0.2 0.0 -0.1
C -0.417 -3.095 4.351 -0.1 0.2 -0.1
C 0.650 0.458 4.310 -0.2 0.0 0.9
O 1.363 0.589 3.206 0.2 0.1 -1.1
H -1.063 4.104 5.639 0.0 0.0 -0.2
H -2.146 3.123 4.626 0.1 0.1 0.0
H -1.371 4.574 3.951 0.0 0.0 0.1
H -0.239 2.604 3.093 0.1 0.0 0.3
H 1.461 4.045 5.183 0.0 0.0 -0.1
H 2.103 3.192 3.766 -0.2 0.1 0.1
H 1.099 4.642 3.551 0.1 -0.1 0.0
H -0.386 2.446 6.846 0.0 -0.3 0.0
H -0.118 0.285 8.063 0.0 0.0 -0.2
H 0.305 -1.819 6.786 -0.1 0.3 0.0
H 0.668 -1.814 3.020 -0.1 -0.1 0.3
H 2.145 -2.969 5.436 0.0 0.0 0.0
H 2.188 -3.629 3.786 0.0 0.1 0.0
H 2.869 -2.021 4.121 0.0 -0.1 0.0
H -1.389 -2.667 4.086 0.2 -0.2 -0.1
H -0.260 -3.986 3.734 -0.1 0.2 0.0
H -0.439 -3.388 5.407 0.0 0.0 0.0
```
Forces are in eV/Å.

Summary:
Charge: -2
Frontier orbital gap (spin up / spin down): 3.4 / 3.5 eV
Spin multiplicity: 1
E_HOMO (spin up / spin down): 0.1 / 0.1 eV


(4)
This record from OMol25 describes 2 unconnected molecules or ions with the total composition C7H11O5PS at a distorted geometry. The level of theory is wB97M-V/def2-TZVPD.

XYZ file:
```
25
Properties=species:S:1:pos:R:3:forces:R:3
C -3.341 -2.466 0.506 0.7 -0.7 0.5
C -2.322 -1.986 0.910 -1.1 -1.0 -0.3
C 2.837 -0.714 -0.549 0.6 1.3 -1.9
C 0.391 2.271 -1.118 0.0 1.3 -0.2
C -1.279 -1.306 1.588 1.1 0.3 -0.7
C 2.484 0.331 0.573 2.0 -1.7 -1.7
C -0.268 0.981 -0.781 2.1 0.0 2.1
O -1.255 -1.518 -1.902 0.5 -0.2 0.2
O -2.516 0.366 -0.583 0.3 1.1 0.8
O -2.089 2.377 0.875 1.2 -1.3 -0.4
O -1.630 0.067 1.671 0.9 4.1 -1.7
O 1.229 0.193 0.959 -3.7 1.0 -0.4
P -1.364 -0.053 -1.900 -0.4 -0.2 -1.8
S -1.571 1.124 0.394 -3.0 -1.8 2.0
H -4.073 -3.198 0.322 -0.7 0.0 -0.5
H 2.600 -1.762 -0.245 -0.1 0.9 -0.6
H 2.279 -0.286 -1.527 0.7 -1.6 2.1
H 3.929 -0.653 -0.903 -1.3 -0.2 0.9
H 1.256 2.086 -1.751 0.3 -0.2 0.1
H 0.718 2.776 -0.149 -0.5 -0.4 -1.4
H -0.226 2.972 -1.820 0.6 -1.2 1.7
H -0.248 -1.466 1.225 -0.6 0.2 0.0
H -1.328 -1.478 2.628 0.2 -1.0 1.2
H 2.710 1.292 0.056 0.3 0.2 1.2
H 3.078 0.048 1.521 -0.2 1.0 -1.2
```
Forces are in eV/Å.

Summary:
Energy above the lowest of the compared OMol25 structures with the same formula, charge and spin: 394.0 kJ/mol
Frontier orbital gap (spin up / spin down): 5.9 / 5.9 eV
Spin multiplicity: 1
E_HOMO (spin up / spin down): -8.7 / -8.7 eV


(5)
This record from OMol25 describes a molecular structure, C52H46AsEuO3P2S5 at a distorted geometry. The level of theory is wB97M-V/def2-TZVPD.

XYZ file:
```
110
Properties=species:S:1:pos:R:3:forces:R:3
Eu -1.601 1.975 -2.239 0.8 -2.1 -0.5
O -1.693 1.378 0.127 -0.7 -0.1 -0.9
S -0.714 0.305 0.605 0.2 0.9 1.1
C -1.641 -0.839 1.668 -0.8 1.7 -0.1
C -2.810 -0.312 2.200 0.1 -0.6 0.7
C -3.472 -0.902 3.313 -0.4 -0.8 0.3
C -2.945 -2.068 3.873 1.0 0.8 -1.3
C -3.281 -2.875 5.089 -0.2 -1.1 -1.1
C -2.123 -3.989 5.160 -1.7 -0.4 1.1
C -1.269 -3.724 3.987 0.7 0.0 -1.4
C -0.181 -4.401 3.483 -0.2 0.3 0.2
C 0.306 -4.081 2.183 -0.9 -0.1 1.5
C -0.261 -3.020 1.545 1.7 0.8 -1.3
P -0.283 -3.099 -0.275 -0.9 1.4 -0.6
C 1.183 -3.953 -0.815 -1.7 -1.1 -0.2
C 2.429 -3.731 -0.336 1.8 0.3 0.1
C 3.490 -4.298 -1.027 -0.5 -1.5 -0.7
C 3.258 -5.241 -2.081 2.1 0.7 0.6
C 1.984 -5.500 -2.516 -0.3 0.1 -0.8
C 0.947 -4.843 -1.857 0.2 -0.9 0.0
C -1.578 -4.390 -0.385 0.5 -1.5 0.1
C -1.476 -5.645 0.281 -1.0 0.7 0.0
C -2.626 -6.387 0.509 -0.8 0.8 -1.8
C -3.851 -6.087 -0.233 3.0 0.4 2.2
C -3.864 -4.919 -0.977 -0.7 -0.5 -0.3
C -2.725 -4.117 -1.084 0.0 2.3 0.0
C -1.083 -2.016 2.167 -1.3 -3.1 0.5
C -1.790 -2.620 3.260 0.7 1.5 0.5
C 0.087 1.252 1.963 -0.9 0.2 1.5
C -0.558 1.751 3.167 0.7 -1.8 -2.6
C 0.217 2.040 4.287 0.7 0.0 -0.2
C 1.589 1.820 4.252 -1.1 -0.2 -0.7
C 2.577 1.799 5.344 0.7 0.2 0.8
C 3.947 1.601 4.615 0.5 0.6 1.0
C 3.625 1.411 3.168 -0.3 0.8 -1.6
C 4.318 1.209 1.985 0.0 -1.2 0.2
C 3.631 1.087 0.736 -0.8 1.1 0.3
C 2.238 1.370 0.623 2.8 -1.3 1.1
P 1.656 2.145 -0.852 -2.0 -1.6 -1.9
C 2.825 1.719 -2.151 1.2 -0.6 -0.4
C 2.885 0.380 -2.601 0.8 1.6 -1.0
C 3.697 0.098 -3.726 -0.8 -1.7 0.8
C 4.592 1.001 -4.224 0.1 1.7 0.3
C 4.625 2.309 -3.674 -0.6 -1.0 0.1
C 3.727 2.692 -2.683 -0.5 -1.2 0.2
C 1.795 3.890 -0.698 0.5 1.3 1.1
C 2.162 4.503 0.521 -0.7 0.5 -1.8
C 1.923 5.873 0.664 -0.2 -0.9 0.3
C 1.386 6.602 -0.393 0.7 1.7 0.5
C 1.321 6.052 -1.648 -0.3 -1.7 -0.4
C 1.427 4.667 -1.804 0.6 0.5 1.0
C 1.486 1.303 1.845 0.5 1.2 -0.2
C 2.223 1.522 3.032 -0.8 -0.5 0.4
H -3.192 0.607 1.789 -0.1 0.2 -0.1
H -4.416 -0.484 3.722 0.8 -0.1 -0.4
H -4.280 -3.350 4.899 0.7 0.5 0.7
H -3.268 -2.172 5.906 -0.3 -0.3 0.7
H -2.543 -5.035 5.120 0.2 1.0 0.0
H -1.620 -3.925 6.135 0.1 0.1 -0.3
H 0.225 -5.232 4.019 0.2 -0.4 0.3
H 0.958 -4.789 1.658 -0.3 0.4 0.2
H 2.586 -3.201 0.608 0.1 0.3 -0.5
H 4.485 -4.105 -0.703 0.7 0.0 0.2
H 4.139 -5.802 -2.508 -1.0 0.9 0.3
H 1.833 -6.113 -3.433 -0.1 0.2 1.1
H -0.067 -5.197 -1.953 -0.2 0.4 -0.9
H -0.520 -5.980 0.637 0.2 0.0 0.5
H -2.628 -7.157 1.261 0.1 -0.6 -0.2
H -4.618 -6.775 0.054 -1.0 0.2 -0.6
H -4.776 -4.568 -1.445 0.0 -0.2 -0.2
H -2.697 -3.097 -1.588 -0.7 -1.5 0.3
H -1.656 1.741 3.182 0.6 0.1 0.2
H -0.249 2.363 5.192 -0.3 0.1 0.4
H 2.386 1.006 6.074 -0.1 -0.2 -0.3
H 2.545 2.700 5.973 0.1 0.0 -0.4
H 4.458 0.728 4.965 0.2 -0.7 0.4
H 4.625 2.422 4.921 -0.2 -0.2 -0.8
H 5.389 1.042 1.928 0.0 0.1 0.3
H 4.248 0.904 -0.171 -0.6 0.5 0.7
H 2.363 -0.426 -2.121 -0.6 -0.1 0.0
H 3.600 -0.921 -4.150 0.3 0.7 0.3
H 5.292 0.772 -5.020 -0.2 -0.2 0.0
H 5.367 2.971 -4.043 0.4 0.7 -0.2
H 3.694 3.684 -2.236 0.3 -0.1 -0.4
H 2.668 3.891 1.232 0.0 -0.1 0.8
H 2.134 6.297 1.633 0.0 0.4 0.0
H 1.182 7.695 -0.305 0.3 -1.0 0.2
H 1.173 6.623 -2.530 -0.4 0.7 -0.5
H 1.399 4.179 -2.760 -0.4 0.0 -0.5
S -3.366 0.906 -5.838 0.9 -0.2 0.9
As -1.843 -0.305 -4.820 -0.8 -0.3 -0.2
S -0.098 1.067 -4.300 -0.1 -0.2 0.0
S -2.343 -0.641 -2.644 -0.3 1.1 0.3
S -1.605 -2.249 -5.664 0.4 1.0 0.3
C -4.674 2.673 -0.951 0.4 -2.5 -0.9
O -3.687 3.037 -1.936 -1.2 0.7 -0.2
C -4.060 4.254 -2.676 0.7 -0.8 0.0
C -3.347 4.184 -4.007 0.7 0.4 0.7
O -1.918 3.994 -3.684 -0.7 0.2 -0.6
C -1.145 3.960 -4.935 -0.5 1.5 0.4
H -5.671 2.752 -1.319 -0.7 0.9 -0.5
H -4.496 3.203 -0.058 0.0 0.6 1.1
H -4.660 1.558 -0.813 0.8 1.0 0.2
H -3.781 5.083 -2.040 0.1 0.4 0.0
H -5.122 4.252 -2.852 -0.5 0.0 0.0
H -3.548 5.081 -4.653 0.5 -0.6 0.7
H -3.671 3.292 -4.524 -0.2 -0.4 -0.4
H -1.214 4.988 -5.370 0.0 -0.8 0.1
H -1.587 3.178 -5.533 0.1 -0.1 -0.6
H -0.112 3.736 -4.699 0.0 -0.1 0.0
```
Forces are in eV/Å.

Summary:
Frontier orbital gap (spin up / spin down): 4.8 / 4.9 eV
<S²>: 12.05
Spin multiplicity: 7
E_HOMO (spin up / spin down): -6.0 / -6.0 eV


(6)
This record from OMol25 describes 2 unconnected molecules or ions with the total composition C4H10O2 at a distorted geometry. The level of theory is wB97M-V/def2-TZVPD.

XYZ file:
```
16
Properties=species:S:1:pos:R:3:forces:R:3
C 1.467 1.398 0.418 -1.0 -0.3 -0.1
C 0.008 1.443 0.214 -0.1 -0.4 0.3
C -0.718 0.395 -0.407 0.1 -0.3 0.2
O -0.064 -0.637 -0.905 0.2 1.4 -1.1
C -2.178 0.302 -0.420 -0.2 -0.6 0.4
H 1.774 2.263 0.979 0.5 0.2 0.0
H 1.662 0.476 0.977 0.2 0.0 0.3
H 2.004 1.245 -0.512 0.4 0.3 -0.3
H -0.598 2.151 0.767 0.0 0.2 -0.2
H 0.724 -0.257 -1.374 0.0 -1.0 0.7
H -2.474 -0.712 -0.119 0.1 0.1 0.1
H -2.651 1.030 0.228 -0.1 0.1 -0.1
H -2.536 0.370 -1.450 0.0 0.2 -0.1
H 0.622 -2.978 0.024 0.0 -0.2 0.0
H 1.439 -3.320 1.268 0.1 -0.1 -0.3
O 1.520 -3.168 0.313 -0.1 0.3 0.4
```
Forces are in eV/Å.

Summary:
Charge: +1
Energy above the lowest of the compared OMol25 structures with the same formula, charge and spin: 75.3 kJ/mol
Frontier orbital gap (spin up / spin down): 10.3 / 6.8 eV
<S²>: 0.75
Spin multiplicity: 2
E_HOMO (spin up / spin down): -14.7 / -14.7 eV